Computed, not measured: a cluster of 2 separate species, C5H11NO3 in total in a non-equilibrium geometry, with ωB97M-V/def2-TZVPD.

The molar mass is 133.147 g mol⁻¹. As for the relative energy (zero: lowest compared OMol25 entry of this formula, charge and spin): 525.4 kJ/mol. Its calculated total energy is -477.425372 hartree.

Last column: natural (NBO) charge in e.
Atoms and positions in Å:
O: -1.499 -1.056 -0.689  -0.332
O: -1.296 -1.689 -1.971  -0.462
O: -0.977 -3.123 0.126  -0.694
N: -0.387 -1.156 1.251  -0.809
C: 0.144 0.954 -1.334  -0.746
C: -0.467 1.590 1.013  -0.724
C: -0.929 -1.908 0.332  0.815
C: 0.326 0.700 0.125  0.597
C: 1.732 0.396 0.519  -0.721
H: 1.831 0.226 1.587  0.234
H: -1.530 1.445 0.813  0.257
H: -0.248 1.430 2.066  0.235
H: -0.850 1.314 -1.590  0.242
H: 0.377 0.063 -1.922  0.273
H: 0.855 1.729 -1.650  0.253
H: -0.048 -1.719 2.023  0.380
H: -0.214 2.632 0.762  0.237
H: -1.288 -2.633 -1.668  0.484
H: 2.116 -0.461 -0.036  0.246
H: 2.351 1.264 0.242  0.235